Entry from OMol25: a molecular structure, C52H53N10S3Ti (ωB97M-V with the def2-TZVPD basis set).

Last column: Löwdin charge in e.
CARTESIAN COORDINATES (ANGSTROEM)
Ti  -0.42646  -2.57294  2.14139  0.86
C  3.24646  -0.38216  3.83022  0.00
C  2.15748  -1.18500  3.01792  -0.21
N  0.90786  -1.32676  3.46662  -0.03
C  0.42360  -0.86610  4.74407  -0.20
C  -0.67186  -1.83110  5.16439  -0.20
N  -1.53588  -1.89139  3.99190  -0.19
C  -2.76359  -2.58143  4.32147  -0.19
C  -3.56575  -2.72851  2.99825  -0.14
N  -2.64815  -3.34042  1.99973  -0.13
C  -3.03749  -3.39948  0.60190  -0.18
C  -1.93491  -4.15816  -0.16667  -0.16
N  -0.62193  -3.67970  0.26394  0.00
C  0.43995  -3.92309  -0.43424  -0.26
C  0.48352  -4.92415  -1.54286  0.01
C  1.64286  -3.20044  -0.07074  -0.21
C  2.69652  -3.01146  -0.95236  0.02
C  3.70439  -1.91499  -1.01779  -0.18
C  3.63831  -1.14464  1.00194  -0.16
C  2.51586  -1.79134  1.75982  -0.13
N  1.50255  -2.61186  1.21148  0.01
H  3.20653  -0.64150  4.90313  0.08
H  3.11379  0.67471  3.72753  0.08
H  4.22894  -0.68999  3.52883  0.07
H  0.04177  0.18337  4.62699  0.13
H  1.24084  -0.84145  5.48176  0.11
H  -1.23678  -1.48666  6.03648  0.13
H  -0.26839  -2.81158  5.44256  0.12
H  -1.66806  -0.93718  3.63720  0.10
H  -3.37163  -1.95591  5.02535  0.13
H  -2.49170  -3.54636  4.83858  0.13
H  -3.93353  -1.77716  2.59208  0.09
H  -4.46365  -3.37805  3.10139  0.13
H  -2.47261  -4.26426  2.37463  0.08
H  -3.03658  -2.38307  0.20593  0.09
H  -4.03958  -3.80989  0.50633  0.13
H  -2.08737  -4.01522  -1.23084  0.11
H  -2.05271  -5.25991  0.00293  0.15
H  1.24654  -4.75510  -2.27069  0.06
H  -0.42610  -4.95102  -2.08243  0.06
H  0.56817  -5.90718  -1.05524  0.12
H  2.81786  -3.60097  -1.89632  0.12
H  4.01995  -1.63281  -2.05646  0.16
H  3.98457  -0.31241  1.61741  0.13
N  -1.23432  -0.65856  1.46107  -0.29
S  -1.61123  0.29198  0.43262  0.78
N  -0.83824  0.31086  -1.00641  -0.35
S  0.03026  1.06338  -2.03188  0.84
N  1.48279  1.31633  -1.86497  -0.37
S  2.26309  1.88472  -0.37875  0.78
N  1.61352  1.84633  0.91858  -0.23
C  2.94995  3.39161  -0.95999  -0.36
C  3.62411  3.50573  -2.17840  -0.11
C  4.12687  4.72794  -2.55577  -0.06
C  4.10336  5.76678  -1.64378  -0.08
C  3.42822  5.69175  -0.46660  -0.07
C  2.81780  4.49446  -0.07687  -0.03
C  3.54974  0.63686  -0.65955  -0.27
C  4.84014  0.97460  -0.71864  -0.04
C  6.09230  0.13231  -0.56790  -0.04
C  5.98486  -1.12699  -0.09053  -0.01
C  4.67333  -1.96834  0.17228  -0.14
C  2.96208  -0.67863  -0.29089  -0.22
C  -0.78521  2.63811  -2.37283  -0.27
C  -2.15049  2.80239  -2.39092  -0.09
C  -2.77643  3.96723  -2.82445  -0.03
C  -1.94024  4.96905  -3.32176  -0.05
C  -0.59774  4.80586  -3.22725  -0.07
C  0.02774  3.66151  -2.81680  -0.04
C  -0.12310  0.05647  -3.50183  -0.28
C  -1.19198  0.10337  -4.39885  -0.06
C  -1.32910  -0.83057  -5.40503  -0.04
C  -0.28011  -1.76836  -5.50688  -0.06
C  0.83998  -1.70745  -4.71827  -0.06
C  0.87407  -0.85031  -3.64570  -0.06
C  -3.29196  0.10260  -0.15214  -0.36
C  -4.28253  0.08212  0.84122  -0.09
C  -5.57300  -0.32993  0.53011  -0.08
C  -5.87371  -0.70022  -0.75440  -0.07
C  -4.89675  -0.59570  -1.79386  -0.04
C  -3.57781  -0.21937  -1.46978  -0.10
C  -1.83976  1.95712  1.12300  -0.29
C  -2.74300  2.84778  0.61925  -0.09
C  -2.82016  4.15328  1.13497  -0.07
C  -1.98582  4.51417  2.13645  -0.06
C  -1.13736  3.53537  2.74989  -0.05
C  -1.03670  2.27623  2.21979  -0.10
H  3.55452  2.63337  -2.81668  0.12
H  4.66285  4.76727  -3.50431  0.12
H  4.57619  6.66971  -1.86285  0.10
H  3.46637  6.52061  0.25783  0.12
H  2.21481  4.34997  0.85418  0.12
H  4.99614  2.04211  -0.77971  0.09
H  7.07724  0.53006  -0.63280  0.09
H  6.88285  -1.69229  0.05626  0.09
H  4.89870  -3.00236  0.61287  0.17
H  1.89352  -0.75970  -0.32297  0.11
H  -2.80335  1.97065  -1.93809  0.10
H  -3.79821  4.03396  -2.74040  0.09
H  -2.34607  5.88993  -3.67043  0.11
H  0.03005  5.57420  -3.65151  0.12
H  1.10522  3.60529  -2.90929  0.10
H  -1.98488  0.81509  -4.27340  0.10
H  -2.20109  -0.93552  -6.06699  0.12
H  -0.42436  -2.61166  -6.17642  0.11
H  1.52651  -2.47606  -4.86479  0.10
H  1.70746  -0.78011  -2.93429  0.11
H  -4.11821  0.51592  1.81574  0.12
H  -6.32156  -0.38600  1.32336  0.12
H  -6.91110  -1.03830  -0.97865  0.12
H  -5.14613  -0.92662  -2.82679  0.12
H  -2.81860  -0.31214  -2.27150  0.10
H  -3.58277  2.56097  -0.03973  0.12
H  -3.54851  4.78925  0.71338  0.10
H  -2.09768  5.51872  2.56483  0.12
H  -0.40900  3.89879  3.47976  0.11
H  -0.42077  1.51839  2.67350  0.08
N  -0.77000  -5.42181  3.62233  -0.01
C  -0.33118  -4.37074  3.35244  -0.32

Its highest occupied orbital energy (spin up / spin down) is -8.506 / -9.910 eV. The energy above the lowest of the compared OMol25 structures with the same formula, charge and spin is 522.17 kJ/mol. For the HOMO-LUMO gap (spin up / spin down), the calculation gives 6.325 / 7.467 eV. As for the charge: +1. Its spin multiplicity is 3. The calculated total energy comes out at -4604.3626 a.u. The LUMO energy (spin up / spin down) comes out at -2.181 / -2.444 eV. As for the expectation value of S²: 2.034.



Entry from OMol25: a molecular structure, C52H54AsAuN3O5SeTe (ωB97M-V with the def2-TZVPD basis set).

Last column: Löwdin charge in e.
CARTESIAN COORDINATES (ANGSTROEM)
Au  0.05122  -1.48371  1.82396  0.83
O  -3.01256  0.88692  3.48866  0.03
C  -2.27495  -0.07037  3.63065  -0.61
O  -2.21193  -1.25023  3.35399  -0.04
C  -0.78376  0.46078  4.47133  -0.60
O  -0.95434  0.57073  5.66120  0.09
O  0.07241  0.61538  3.60906  -0.03
Se  0.08376  -2.96480  3.93274  0.70
C  1.60508  -3.94459  3.85146  -0.84
N  2.56038  -4.59844  3.84497  0.04
C  -1.48558  -0.85169  -4.79446  -0.06
C  -0.61832  -1.39153  -3.68637  -0.29
C  -0.41891  -2.75465  -3.53103  -0.03
C  0.41203  -3.26854  -2.53935  -0.28
C  0.68438  -4.75397  -2.55289  -0.05
C  1.02187  -2.39613  -1.62767  -0.29
As  2.33573  -2.98008  -0.27766  1.33
N  2.02440  -1.98870  1.22184  -0.33
C  3.06986  -1.31802  1.82129  -0.41
C  2.95491  -0.80218  3.12956  -0.08
C  3.96603  -0.07189  3.71837  -0.11
C  5.15888  0.18267  3.04885  -0.15
C  5.31943  -0.35161  1.77976  -0.14
C  4.31107  -1.08823  1.18178  -0.11
C  1.83474  -4.78459  0.38327  -0.28
C  0.54425  -5.27756  0.59104  -0.28
C  -0.70375  -4.47157  0.36119  -0.09
C  0.37418  -6.58781  1.04186  -0.02
C  1.44353  -7.42065  1.30072  -0.28
C  1.24782  -8.82716  1.80022  -0.06
C  2.72398  -6.91507  1.11224  -0.04
C  2.93353  -5.61806  0.67582  -0.31
C  4.35968  -5.13533  0.54860  -0.10
C  0.92578  -1.01236  -1.85613  -0.25
C  1.78510  -0.02536  -1.11341  -0.06
C  0.08744  -0.53478  -2.85494  -0.01
H  -2.23400  -1.58584  -5.09686  0.07
H  -0.87935  -0.61015  -5.67203  0.07
H  -1.99861  0.05943  -4.48216  0.06
H  -0.89955  -3.44018  -4.22414  0.11
H  0.66449  -5.12433  -3.57981  0.07
H  -0.05972  -5.31035  -1.98145  0.07
H  1.66314  -4.96796  -2.12861  0.06
H  2.04312  -0.97865  3.67765  0.03
H  3.81586  0.31218  4.72097  0.10
H  5.93860  0.77968  3.50702  0.08
H  6.24028  -0.18252  1.23066  0.09
H  4.46627  -1.49256  0.18897  0.05
H  -0.51794  -3.53489  -0.15391  0.02
H  -1.16259  -4.22646  1.32049  0.06
H  -1.44018  -5.04818  -0.20626  0.09
H  -0.63742  -6.95012  1.20299  0.11
H  0.18926  -9.08158  1.85567  0.07
H  1.67614  -8.93260  2.79943  0.08
H  1.74602  -9.54774  1.14730  0.07
H  3.57782  -7.54888  1.33277  0.11
H  5.05430  -5.92356  0.84183  0.07
H  4.51917  -4.27067  1.19652  0.06
H  4.58426  -4.82738  -0.47363  0.05
H  1.85155  0.90946  -1.67079  0.06
H  2.79376  -0.42095  -0.97038  0.06
H  1.36790  0.20047  -0.13393  0.05
H  0.01244  0.53881  -3.00591  0.10
C  -3.37149  8.76104  0.42079  -0.07
C  -2.90311  7.32886  0.46047  -0.29
C  -3.67506  6.30372  -0.05687  -0.04
C  -3.26836  4.97008  0.02137  -0.31
C  -4.22089  3.93561  -0.52329  -0.09
C  -2.04376  4.62892  0.60474  -0.25
Te  -1.37572  2.39671  1.06489  1.66
N  -1.13981  0.30596  0.71165  -0.22
C  -1.99799  -0.55879  0.21239  -0.64
O  -1.73177  -1.79717  0.23458  -0.10
C  -3.31823  -0.22736  -0.43003  -0.16
C  -4.31353  0.46888  0.24798  -0.06
C  -5.56599  0.63667  -0.33035  -0.10
C  -5.83347  0.11976  -1.58826  -0.11
C  -4.84858  -0.59433  -2.25862  -0.09
C  -3.60507  -0.77850  -1.67706  -0.02
C  0.17308  2.74324  -0.39257  -0.33
C  1.51984  2.79659  -0.01088  -0.33
C  2.00525  2.48898  1.37991  -0.06
C  2.48846  3.12601  -0.96004  -0.04
C  2.16734  3.37748  -2.28184  -0.29
C  3.22632  3.72930  -3.29380  -0.06
C  0.83670  3.25837  -2.66054  -0.04
C  -0.15609  2.93882  -1.74274  -0.30
C  -1.56856  2.80346  -2.24432  -0.06
C  -1.26689  5.67020  1.14065  -0.30
C  0.05653  5.40085  1.81407  -0.08
C  -1.69823  6.99056  1.06221  -0.04
H  -4.18948  8.88099  -0.29054  0.06
H  -2.55989  9.43268  0.13527  0.07
H  -3.73176  9.07526  1.40390  0.07
H  -4.62953  6.53675  -0.52298  0.11
H  -5.20680  4.05045  -0.06672  0.08
H  -3.85791  2.93725  -0.30920  0.01
H  -4.34554  4.03606  -1.60449  0.08
H  -4.11633  0.84846  1.24204  0.09
H  -6.33802  1.17469  0.20718  0.10
H  -6.81349  0.25018  -2.03315  0.09
H  -5.06449  -1.02377  -3.23064  0.09
H  -2.84090  -1.36399  -2.17073  0.10
H  1.28013  1.91077  1.94185  0.03
H  2.21292  3.40960  1.93272  0.08
H  2.93116  1.91191  1.33658  0.08
H  3.52508  3.17868  -0.64139  0.12
H  4.18397  3.90463  -2.80386  0.07
H  2.94811  4.62685  -3.84987  0.07
H  3.35504  2.91671  -4.01256  0.08
H  0.56425  3.41708  -3.70055  0.12
H  -2.09130  3.75631  -2.14397  0.07
H  -2.11153  2.05362  -1.66842  0.04
H  -1.58002  2.51365  -3.29687  0.07
H  0.04191  4.43688  2.31947  0.03
H  0.28260  6.17971  2.54438  0.07
H  0.85934  5.37802  1.07270  0.08
H  -1.08082  7.77530  1.49247  0.11

Its highest occupied orbital energy (spin up / spin down) is -2.178 / -2.294 eV. The energy above the lowest of the compared OMol25 structures with the same formula, charge and spin is 56.73 kJ/mol. For the HOMO-LUMO gap (spin up / spin down), the calculation gives 5.912 / 5.497 eV. As for the charge: -2. Its spin multiplicity is 4. The calculated total energy comes out at -7595.2943 a.u. The LUMO energy (spin up / spin down) comes out at 3.734 / 3.203 eV. As for the expectation value of S²: 3.774.